one:
Molecular formula: C5H7FN2
Method: DFT, ωB97M-V with the def2-TZVPD basis set

XYZ file:
```
15
C5H7FN2 | the OMol25 dataset | ωB97M-V with the def2-TZVPD basis set
C 1.6771 0.1399 0.3258
C 1.3345 -0.2527 -1.0411
C 0.7775 -0.0351 1.3733
C 0.0697 -0.4470 -1.4149
C -0.6023 -0.5726 1.1038
N -1.1259 -0.2792 -0.2584
N -1.8790 0.9018 -0.3440
F -0.3955 -0.7843 -2.5733
H 2.6505 0.4068 0.7473
H 2.1633 -0.3548 -1.7516
H 1.2587 -0.0056 2.3521
H -0.7715 -1.5942 1.2586
H -1.2202 0.0350 1.6740
H -2.5493 1.0691 -1.0987
H -1.3876 1.7729 -0.3529
```

LUMO level (eV): 0.987
SMILES: NN1CC=CC=C1F
Highest occupied orbital energy (eV): -8.38
Gap between HOMO and LUMO (eV): 9.4

Table of Löwdin atomic charges, one value per atom, all in e:
1 C -0.098
2 C -0.054
3 C -0.071
4 C -0.224
5 C -0.175
6 N -0.133
7 N 0.001
8 F 0.118
9 H 0.094
10 H 0.112
11 H 0.093
12 H 0.100
13 H 0.084
14 H 0.086
15 H 0.066

two:
Molecular formula: C5H7FN2
Method: DFT, ωB97M-V with the def2-TZVPD basis set

XYZ file:
```
15
C5H7FN2 | the OMol25 dataset | ωB97M-V with the def2-TZVPD basis set
C 2.4278 -0.5978 0.2311
C 1.4497 0.2828 -0.0566
C -1.0081 1.1060 0.2303
C -2.1939 0.0223 -0.1399
C -0.2571 -1.0868 -0.0629
H 2.5490 -1.6216 0.4229
H 1.8061 1.4038 -0.5481
H -0.8526 1.4433 1.3162
H -1.2499 1.9504 -0.5932
H -3.0163 -0.0620 0.6816
H -2.4796 0.0113 -1.1268
H 0.4923 -1.7249 0.0591
N 0.1044 0.1565 -0.2304
N -1.5713 -1.2849 -0.0408
F 3.7996 0.0017 -0.1423
```

LUMO level (eV): 0.804
SMILES: F/C=C/N1C=NCC1
Highest occupied orbital energy (eV): -8.64
Gap between HOMO and LUMO (eV): 9.4

Table of Löwdin atomic charges, one value per atom, all in e:
1 C -0.005
2 C -0.128
3 C -0.038
4 C -0.196
5 C -0.204
6 H 0.083
7 H 0.204
8 H 0.129
9 H 0.144
10 H 0.135
11 H 0.069
12 H 0.072
13 N -0.133
14 N 0.027
15 F -0.161

three:
Molecular formula: C5H7FN2
Method: DFT, ωB97M-V with the def2-TZVPD basis set

XYZ file:
```
15
C5H7FN2 | the OMol25 dataset | ωB97M-V with the def2-TZVPD basis set
C -0.5572 1.8638 -1.5935
C 0.1098 1.0301 -0.7131
C 0.0878 -0.3528 -0.4168
C -0.8255 -0.3758 0.9790
C 1.0177 -1.5390 1.3398
H -0.8223 3.0650 -1.2302
H 0.6216 1.7992 0.0807
H -0.1420 -1.1744 -1.2277
H -0.7845 0.4626 1.5330
H -1.9606 -0.4970 0.7858
H 1.5118 -2.5053 1.6287
H 1.7476 -1.0243 -0.4166
N -0.1805 -1.5656 1.6768
N 1.3234 -0.6102 0.3270
F -1.1471 1.4237 -2.7529
```

LUMO level (eV): 0.921
SMILES: F/C=C\[C@@H]1CN=CN1
Highest occupied orbital energy (eV): -8.86
Gap between HOMO and LUMO (eV): 9.8

Table of Löwdin atomic charges, one value per atom, all in e:
1 C -0.146
2 C -0.149
3 C -0.295
4 C -0.098
5 C -0.246
6 H 0.173
7 H 0.164
8 H 0.193
9 H 0.052
10 H 0.133
11 H 0.137
12 H 0.070
13 N 0.041
14 N 0.010
15 F -0.040

Stability summary: most stable one, least stable two.

one:
Molecular formula: C16H19NO2
Method: DFT, ωB97M-V with the def2-TZVPD basis set

XYZ file:
```
38
C16H19NO2 | the OMol25 dataset | ωB97M-V with the def2-TZVPD basis set
C 0.5818 -1.3162 1.8422
C 2.1035 -1.6040 1.8825
C 2.4856 -1.7579 0.4390
C 1.4542 -1.4627 -0.3964
C 0.2459 -1.0841 0.3554
C -1.0831 -1.4944 -0.1518
C -1.3043 -1.6974 -1.5284
C -2.5633 -2.0866 -1.9909
C -3.6225 -2.2672 -1.0921
C -3.4132 -2.0632 0.2774
C -2.1590 -1.6656 0.7437
H 0.0037 -2.1534 2.2502
H 0.3534 -0.4235 2.4399
H 2.6248 -0.7518 2.3479
H 2.3423 -2.4828 2.4964
H 3.4927 -2.0665 0.1515
H 1.4751 -1.5220 -1.4859
H -0.4809 -1.5439 -2.2326
H -2.7118 -2.2527 -3.0618
H -4.6040 -2.5759 -1.4546
H -4.2232 -2.2158 0.9933
H -2.0001 -1.4871 1.8088
O 3.4006 1.3754 -1.1437
C 3.6209 1.4235 0.0080
C 0.6453 2.3581 0.7936
C 0.6104 3.6369 0.0435
C -0.3729 3.3141 -1.1091
C -0.6743 1.8155 -1.0362
N 0.0315 1.3848 0.1818
O 3.8316 1.4752 1.1632
H 1.1363 2.2491 1.7692
H 0.2897 4.4952 0.6394
H 1.6042 3.8402 -0.3853
H -1.3032 3.8769 -1.0143
H 0.0921 3.5395 -2.0690
H -1.7518 1.6067 -0.9482
H -0.2994 1.2660 -1.9115
H 0.1415 0.3175 0.3849
```

LUMO level (eV): 0.024
Highest occupied orbital energy (eV): -5.77
Gap between HOMO and LUMO (eV): 5.8

Table of Löwdin atomic charges, one value per atom, all in e:
1 C -0.154
2 C -0.195
3 C -0.131
4 C -0.074
5 C -0.337
6 C -0.207
7 C -0.064
8 C -0.104
9 C -0.124
10 C -0.102
11 C -0.051
12 H 0.101
13 H 0.097
14 H 0.089
15 H 0.101
16 H 0.089
17 H 0.097
18 H 0.094
19 H 0.097
20 H 0.090
21 H 0.097
22 H 0.097
23 O 0.184
24 C -0.407
25 C -0.040
26 C -0.133
27 C -0.145
28 C -0.121
29 N 0.098
30 O 0.176
31 H 0.144
32 H 0.119
33 H 0.119
34 H 0.111
35 H 0.109
36 H 0.134
37 H 0.130
38 H 0.014

two:
Molecular formula: C16H19NO2
Method: DFT, ωB97M-V with the def2-TZVPD basis set

XYZ file:
```
38
C16H19NO2 | the OMol25 dataset | ωB97M-V with the def2-TZVPD basis set
C 1.7673 0.4082 1.6631
H 1.6948 -0.5459 2.1805
H 2.5841 0.3584 0.9486
H 1.9918 1.1821 2.3928
C 0.4461 0.7303 0.9630
N -0.0104 -0.3827 0.1534
C -1.1623 -1.0934 0.3787
C -1.2486 -2.0863 -0.5626
C -0.1126 -1.9895 -1.3829
C 0.6350 -0.9344 -0.9226
C 1.9120 -0.4764 -1.4942
C 3.1099 -1.0657 -1.1012
C 4.3064 -0.6751 -1.6755
C 4.3203 0.3014 -2.6571
C 3.1309 0.8764 -3.0719
C 1.9337 0.4866 -2.4984
H 1.0039 0.9247 -2.8325
H 3.1356 1.6283 -3.8479
H 5.2548 0.6070 -3.1044
H 5.2306 -1.1364 -1.3587
H 3.0964 -1.8359 -0.3432
H 0.1365 -2.6146 -2.2178
H -2.0385 -2.8065 -0.6480
C -2.1450 -0.7812 1.4556
H -1.6476 -0.5503 2.4008
H -2.7611 -1.6669 1.6189
C -3.0599 0.3979 1.0801
C -3.8008 0.9154 2.2851
O -3.3362 1.0450 3.3861
O -5.0667 1.2415 1.9960
H -5.5200 1.5847 2.7826
H -3.7743 0.1148 0.3082
H -2.4568 1.2253 0.6974
C 0.5551 2.0192 0.1457
H 0.6840 2.8658 0.8155
H -0.3473 2.1761 -0.4419
H 1.4056 1.9801 -0.5289
H -0.3119 0.8847 1.7363
```

LUMO level (eV): 0.695
SMILES: CC(C)n1c(CCC(=O)O)ccc1-c1ccccc1
Highest occupied orbital energy (eV): -7.88
Gap between HOMO and LUMO (eV): 8.6

Table of Löwdin atomic charges, one value per atom, all in e:
1 C -0.026
2 H 0.088
3 H 0.063
4 H 0.083
5 C -0.348
6 N 0.023
7 C -0.245
8 C -0.041
9 C -0.028
10 C -0.208
11 C -0.193
12 C -0.044
13 C -0.081
14 C -0.090
15 C -0.081
16 C -0.046
17 H 0.120
18 H 0.102
19 H 0.100
20 H 0.102
21 H 0.121
22 H 0.105
23 H 0.100
24 C -0.119
25 H 0.112
26 H 0.128
27 C -0.080
28 C -0.539
29 O 0.105
30 O 0.108
31 H 0.131
32 H 0.127
33 H 0.123
34 C -0.031
35 H 0.083
36 H 0.081
37 H 0.064
38 H 0.129

Stability summary: most stable two, least stable one.

one:
Molecular formula: C2H5BrOS
Method: DFT, ωB97M-V with the def2-TZVPD basis set

XYZ file:
```
10
C2H5BrOS | the OMol25 dataset | ωB97M-V with the def2-TZVPD basis set
C 1.0086 1.2399 0.5041
C -0.4863 -0.9459 -0.4154
O -1.2945 -1.3873 -1.3666
S -0.5608 0.8053 -0.2837
Br -1.1402 -1.8192 1.6885
H 0.8390 2.2684 0.9241
H 1.7957 1.3223 -0.2830
H 1.2321 0.6799 1.3709
H 0.3808 -1.5103 -0.4236
H -1.7744 -0.6530 -1.7153
```

LUMO level (eV): 0.090
SMILES: CS[C@H](O)Br
Highest occupied orbital energy (eV): -9.10
Gap between HOMO and LUMO (eV): 9.2

Table of Löwdin atomic charges, one value per atom, all in e:
1 C -0.376
2 C -0.825
3 O -0.055
4 S 0.850
5 Br 0.170
6 H 0.053
7 H 0.054
8 H 0.020
9 H 0.042
10 H 0.067

two:
Molecular formula: C2H5BrOS
Method: DFT, ωB97M-V with the def2-TZVPD basis set

XYZ file:
```
10
C2H5BrOS | the OMol25 dataset | ωB97M-V with the def2-TZVPD basis set
C 0.3521 0.7936 0.1625
C -0.7619 -0.4348 -1.8122
O -0.0738 -2.0856 -0.2982
S 0.5139 0.5861 -1.6284
Br -1.0745 -1.3506 -3.3796
H 0.5324 -0.1826 0.5452
H -0.5461 1.1885 0.4012
H 1.2011 1.5322 0.6171
H -1.5828 -0.3451 -1.0465
H -0.8886 -1.9499 0.1595
```

LUMO level (alpha / beta) (eV): -0.803 / -0.829
Highest occupied orbital energy (alpha / beta) (eV): -8.91 / -8.44
Gap between HOMO and LUMO (alpha / beta) (eV): 8.1 / 7.6

Table of Löwdin atomic charges, one value per atom, all in e:
1 C -0.347
2 C -1.039
3 O -0.336
4 S 0.866
5 Br 0.768
6 H 0.002
7 H -0.007
8 H 0.117
9 H 0.058
10 H -0.081

Stability summary: most stable one, least stable two.

one:
Molecular formula: C10H14
Method: DFT, ωB97M-V with the def2-TZVPD basis set

XYZ file:
```
24
C10H14 | the OMol25 dataset | ωB97M-V with the def2-TZVPD basis set
C 0.8557 -2.6463 -0.2593
C 0.4903 -1.2850 -0.1836
C -0.5145 -0.6049 -0.9429
C 0.9138 -0.3101 0.8914
C -0.6597 0.6544 -0.4637
C 0.2493 0.8903 0.6138
C -1.1522 -1.0141 -2.2040
C 1.9047 -0.6791 1.9789
C -1.7495 1.6379 -0.9273
C 0.2771 2.1730 1.4164
H 1.4632 -3.2333 0.3779
H 0.5842 -3.1920 -1.2240
H -0.5239 -0.6378 -3.0468
H -1.2497 -2.1138 -2.3646
H -2.1204 -0.6866 -2.3501
H 1.6970 -1.6366 2.5430
H 2.8699 -0.7845 1.5226
H 2.0464 0.2139 2.6358
H -2.4180 1.8507 -0.0629
H -2.3709 1.2951 -1.7511
H -1.3635 2.5890 -1.0728
H 0.4050 3.0552 0.8379
H 1.0758 2.1582 2.1889
H -0.7098 2.3064 1.8463
```

LUMO level (eV): 0.045
SMILES: C=C1C(C)=C(C)C(C)=C1C
Highest occupied orbital energy (eV): -7.41
Gap between HOMO and LUMO (eV): 7.5

Table of Löwdin atomic charges, one value per atom, all in e:
1 C 0.137
2 C -0.193
3 C -0.249
4 C -0.170
5 C -0.185
6 C -0.183
7 C -0.054
8 C -0.055
9 C -0.009
10 C -0.030
11 H 0.037
12 H 0.077
13 H 0.106
14 H 0.084
15 H 0.034
16 H 0.094
17 H 0.061
18 H 0.071
19 H 0.093
20 H 0.068
21 H 0.045
22 H 0.061
23 H 0.079
24 H 0.079

two:
Molecular formula: C10H14
Method: DFT, ωB97M-V with the def2-TZVPD basis set

XYZ file:
```
24
C10H14 | the OMol25 dataset | ωB97M-V with the def2-TZVPD basis set
C -4.7687 0.5691 0.2552
C -3.5845 0.6653 0.1131
C 1.2060 0.2068 0.4086
C 0.0835 0.5697 -1.7828
C 0.3104 1.4761 0.5774
C -0.5409 0.8696 -0.4940
C 0.2172 -0.3992 -0.5934
C 0.9078 2.8479 0.3296
C -0.7332 -2.3528 0.6645
C -0.1808 -1.8399 -0.6648
H -5.8085 0.4939 0.4415
H 2.1753 0.4349 -0.0347
H 1.3322 -0.3695 1.3203
H -0.5667 0.2140 -2.5675
H 0.9315 1.1420 -2.1426
H -0.1888 1.4581 1.5470
H 1.5250 3.1475 1.1731
H 0.1105 3.5774 0.2110
H 1.5204 2.8565 -0.5686
H -1.0939 -3.3714 0.5467
H -1.5597 -1.7282 0.9943
H 0.0361 -2.3516 1.4339
H -0.9470 -1.9501 -1.4351
H 0.6828 -2.4440 -0.9605
```

LUMO level (alpha / beta) (eV): -0.747 / -1.909
Highest occupied orbital energy (alpha / beta) (eV): -9.48 / -8.26
Gap between HOMO and LUMO (alpha / beta) (eV): 8.7 / 6.4

Table of Löwdin atomic charges, one value per atom, all in e:
1 C -0.163
2 C -0.071
3 C -0.045
4 C -0.005
5 C -0.293
6 C -0.021
7 C -0.349
8 C -0.053
9 C -0.086
10 C -0.179
11 H -0.025
12 H 0.125
13 H 0.114
14 H 0.117
15 H 0.108
16 H 0.145
17 H 0.080
18 H 0.084
19 H 0.072
20 H 0.073
21 H 0.069
22 H 0.066
23 H 0.117
24 H 0.119

Stability summary: most stable one, least stable two.